Molecular formula: C7H15CeCl2N
Method: DFT, ωB97M-V/def2-TZVPD

Values from the calculation:
charge = -1
LUMO (alpha / beta) = 2.817 / 2.915 eV
maximum force = 3.20 eV/A
energy relative to the best compared isomer or geometry (same formula, charge and spin) = 1.7 kJ/mol
2S+1 = 2
orbital gap (alpha / beta) = 0.1390 / 0.1249 hartree

```
26
Properties=species:S:1:pos:R:3:forces:R:3:nbo_charge:R:1
Ce 0.020534 1.267938 3.453629 -0.3 -0.3 0.8 0.352
Cl 2.286707 1.555403 4.555901 0.8 0.1 0.4 -0.632
Cl -0.599699 3.190110 1.916182 -0.2 0.7 -0.7 -0.638
N -1.260457 -0.863233 3.021798 0.0 -0.5 -0.4 -1.219
C -0.480184 -0.943047 -0.259606 1.6 -1.2 -0.2 -0.248
C -0.726956 0.922311 -2.009186 0.0 -0.2 0.0 -0.387
C 0.794595 0.939956 -2.145579 0.2 0.0 0.1 -0.403
C 0.844864 -0.758181 0.463537 -0.3 1.4 2.9 -0.441
C -1.253096 0.247985 -0.723515 -0.7 0.9 -0.1 -0.430
C 1.437243 -0.453502 -2.035840 0.1 0.1 -0.3 -0.394
C 0.964001 -1.247260 -0.848845 -1.3 -1.3 -2.3 -0.213
H 1.203681 -1.038608 -2.941623 0.0 0.2 0.2 0.193
H 1.058028 -1.475987 1.265085 0.1 0.6 -0.1 0.223
H 1.093783 0.294349 0.708825 0.0 -0.7 -0.1 0.225
H 1.049875 1.364927 -3.122802 0.1 0.0 0.1 0.201
H -2.295259 -0.046609 -0.926159 0.3 0.0 0.1 0.210
H 2.534186 -0.348536 -2.003150 -0.2 0.0 0.0 0.204
H -1.342399 1.002774 0.083640 0.2 -0.3 -0.4 0.229
H -1.360559 -1.548150 3.774980 0.0 0.2 0.0 0.384
H 1.173791 -2.319300 -0.893990 0.0 0.3 -0.2 0.207
H -1.106064 1.950678 -2.043051 0.0 -0.2 -0.1 0.214
H -1.137621 0.394830 -2.882292 0.0 0.0 0.1 0.182
H -0.896015 -1.341260 2.188911 -0.1 0.0 0.3 0.388
H -1.041613 -1.839980 0.020637 0.1 0.4 -0.2 0.209
H -2.191195 -0.514258 2.773475 -0.3 0.0 0.2 0.375
H 1.229827 1.606644 -1.390957 -0.1 -0.1 0.0 0.210
```
Positions in Å, forces in eV/Å.


Molecular formula: C7H15Cl12OP2S
Method: DFT, ωB97M-V/def2-TZVPD

Values from the calculation:
charge = +1
LUMO = -4.158 eV
maximum force = 2.63 eV/A
orbital gap = 0.2992 hartree

```
38
Properties=species:S:1:pos:R:3:forces:R:3:nbo_charge:R:1
Cl -1.019822 7.204372 3.012166 0.1 0.2 0.0 0.018
Cl 4.558857 -0.258528 -1.082733 0.1 0.0 0.1 0.003
Cl -2.776065 2.534289 -0.141401 0.0 -0.1 0.0 0.001
Cl -3.185808 -2.459994 1.597285 -0.2 0.1 0.1 0.019
Cl 0.869697 7.515245 0.825611 0.0 0.1 0.0 0.015
Cl -2.015873 4.139151 2.159848 -0.1 -0.2 -0.1 0.026
Cl -4.608966 2.825480 2.097429 0.1 -0.1 0.0 0.023
Cl 3.932485 2.415258 -0.130470 0.0 -0.2 0.0 0.040
Cl -1.911315 8.277130 0.463171 0.1 0.0 0.1 0.024
Cl 3.029377 0.098372 1.373704 0.1 0.0 0.0 0.011
Cl -1.492137 -0.610417 3.064544 0.1 -0.1 0.0 0.008
Cl -4.252511 -1.009452 3.875012 0.1 -0.1 0.0 0.045
S -0.364558 -3.458643 0.519313 0.1 -0.4 -0.5 -0.465
P 1.150443 -4.393786 -0.252883 -1.0 1.2 2.2 0.532
P 0.743347 -5.012526 -2.345340 0.4 0.8 -0.5 0.584
O 0.859619 -2.403641 -2.458692 -0.7 -0.6 -0.5 -0.557
C 0.038494 -1.235490 -2.295137 0.1 2.1 0.9 -0.087
C -2.820396 -1.773278 3.185716 -0.2 0.2 0.1 -0.283
C -0.569615 8.178911 1.608086 -0.1 -0.1 -0.1 -0.282
C 4.309500 0.758182 0.344739 -0.1 0.2 0.0 -0.281
C -2.913262 2.719705 1.613018 0.0 0.1 0.1 -0.287
C 0.206535 -3.405337 -3.190022 0.3 -0.3 -0.2 -0.275
C 0.884924 -0.230982 -1.430324 0.2 -1.0 -0.4 -0.641
H -0.907838 -1.426668 -1.750093 0.5 -0.5 -0.3 0.199
H -0.234646 -6.038500 -2.425115 0.5 0.2 0.1 0.113
H 1.335171 0.547827 -2.068320 -0.4 -0.1 0.5 0.230
H 1.425526 -5.560534 0.511264 0.4 0.0 -0.8 0.050
H -0.339391 9.181264 1.949894 0.0 -0.1 0.0 0.232
H 0.590853 -3.479024 -4.230527 -0.2 0.0 0.5 0.237
H 1.734297 -0.810681 -1.011194 -0.5 0.4 -0.2 0.222
H 1.988884 -5.367525 -2.935890 -0.6 -0.3 0.0 0.082
H -0.896550 -3.313745 -3.230591 0.5 -0.2 0.3 0.250
H -2.508843 -2.577478 3.842439 0.0 0.1 -0.1 0.234
H -2.481951 1.842346 2.081308 -0.1 0.0 -0.1 0.226
H -0.217330 -0.775143 -3.275132 0.3 -0.5 0.4 0.191
H 5.230889 0.768374 0.915486 -0.1 0.0 0.0 0.237
H 0.322265 0.158482 -0.565916 0.2 0.1 -0.6 0.237
H 2.305718 -3.563016 -0.220251 0.1 -0.8 -0.7 0.068
```
Positions in Å, forces in eV/Å.


Molecular formula: C7H15ClIN2O4P
Method: DFT, ωB97M-V/def2-TZVPD

Values from the calculation:
LUMO = 0.331 eV
maximum force = 0.98 eV/A
energy relative to the best compared isomer or geometry (same formula, charge and spin) = 0.0 kJ/mol
orbital gap = 0.3463 hartree
SMILES string = C[C@H](I)CN(C[C@@H](C)Cl)C(=O)OP(=N)(O)O

```
31
Properties=species:S:1:pos:R:3:forces:R:3:nbo_charge:R:1
I 0.519644 2.253176 2.002276 0.0 0.1 0.1 0.090
Cl 2.064743 -2.120539 0.790232 0.1 0.0 0.1 -0.073
P -2.976133 0.449666 -0.427804 -0.3 0.1 -0.3 2.405
O -1.786160 0.639628 -1.493867 -0.1 0.1 0.2 -0.827
O -2.944065 -1.128442 -0.101013 0.2 0.2 0.0 -0.979
O -0.502889 2.484400 -1.357439 0.1 0.3 -0.1 -0.563
O -4.169366 0.519381 -1.479237 0.1 0.0 0.4 -0.967
N 0.353906 0.488063 -0.657053 0.3 0.2 -0.9 -0.468
N -3.011280 1.444482 0.736648 0.1 -0.4 -0.2 -1.343
C 0.355609 -1.807157 0.328594 -0.3 0.1 -0.1 -0.198
C 3.282111 1.324830 1.328904 -0.1 0.2 0.2 -0.637
C 2.094505 1.942223 0.594235 0.2 -0.2 -0.2 -0.307
C 0.307959 -0.944375 -0.937551 0.2 -0.2 0.1 -0.244
C -0.611094 1.313195 -1.179045 -0.3 -0.3 0.4 0.922
C -0.409156 -3.127342 0.187295 0.1 -0.1 0.1 -0.634
C 1.680472 1.122696 -0.657680 0.1 -0.2 0.4 -0.251
H -2.978273 1.046876 1.665091 0.0 0.2 0.0 0.393
H 1.754860 1.766305 -1.533608 0.0 0.0 0.0 0.227
H -0.045808 -1.205718 1.145218 0.1 0.0 0.1 0.218
H -2.292719 -1.313427 0.588644 -0.1 -0.1 0.0 0.498
H -1.298819 -3.130114 0.820539 0.0 0.0 -0.1 0.211
H 2.413461 0.323270 -0.759989 -0.1 0.0 0.0 0.213
H 3.707184 2.049055 2.024783 0.0 0.0 0.0 0.222
H -4.959516 0.841673 -1.027444 -0.1 0.0 -0.1 0.516
H -0.592525 -1.183090 -1.497763 0.0 0.1 0.1 0.244
H 2.979811 0.459639 1.917306 0.0 -0.1 -0.2 0.223
H 4.056560 1.030435 0.616238 0.0 0.0 0.0 0.208
H 0.200917 -3.966605 0.512236 0.0 0.0 0.0 0.241
H 1.160279 -1.211738 -1.567833 -0.1 0.0 -0.1 0.213
H -0.725041 -3.299974 -0.841635 0.0 0.0 0.0 0.222
H 2.370825 2.939542 0.260710 -0.2 0.0 0.1 0.224
```
Positions in Å, forces in eV/Å.


Molecular formula: C7H15ClOSi
Method: DFT, ωB97M-V/def2-TZVPD

Values from the calculation:
LUMO = 0.751 eV
maximum force = 3.53 eV/A
energy relative to the best compared isomer or geometry (same formula, charge and spin) = 351.3 kJ/mol
orbital gap = 0.3677 hartree
SMILES string = C[Si](C)(C)O[C@@H]1C[C@@H]1CCl

```
25
Properties=species:S:1:pos:R:3:forces:R:3:nbo_charge:R:1
Cl 1.364773 3.811598 2.087588 -0.4 -0.5 -0.5 -0.110
Si -0.837727 -1.312867 -0.244377 1.4 0.0 -0.5 1.865
O 0.747613 -0.878979 -0.752352 -0.3 3.1 1.0 -0.865
C 1.522379 2.086668 -0.097849 -1.9 -0.5 -0.4 -0.218
C -0.953902 -1.348968 1.597209 -2.7 -1.0 -0.1 -1.160
C -0.831833 -3.084705 -0.982929 0.1 2.5 -2.5 -1.119
C 0.552893 2.555884 1.011080 1.6 -0.7 -0.1 -0.353
C -2.054892 -0.033757 -0.983598 -0.2 -1.6 0.0 -1.138
C 1.362939 0.483388 -0.803954 1.2 0.1 0.9 0.102
C 2.492138 0.960409 0.092681 2.4 0.5 -0.8 -0.470
H -2.759770 0.511326 -0.413080 -0.7 0.0 1.7 0.244
H 2.643481 0.657872 1.131297 -0.6 -0.4 -0.2 0.233
H 1.628647 0.659983 -1.818912 0.0 -0.1 -0.7 0.179
H -1.816158 -2.958276 -1.469994 0.2 -0.6 -0.4 0.222
H 1.776793 2.942661 -0.813483 -0.5 -1.6 0.8 0.230
H -2.712437 -0.452013 -1.734862 0.2 -0.3 -0.6 0.240
H 0.230878 1.750326 1.665220 0.3 -0.2 0.1 0.213
H -0.916151 -3.976212 -0.403700 0.5 -0.4 0.5 0.245
H -1.573160 -2.266726 1.876808 1.0 0.9 -0.2 0.244
H -0.344183 2.993396 0.634322 -0.3 0.6 -0.5 0.215
H -1.542196 0.779206 -1.401282 1.3 0.9 -1.1 0.245
H -0.025401 -3.055586 -1.859134 -1.7 -0.5 2.1 0.259
H -1.541751 -0.532966 2.011061 0.2 0.3 0.1 0.239
H 3.589629 1.110866 -0.353965 -2.5 -0.4 0.7 0.212
H -0.002602 -1.402530 2.026206 1.4 -0.2 0.9 0.246
```
Positions in Å, forces in eV/Å.


Molecular formula: C7H15ClSi
Method: DFT, ωB97M-V/def2-TZVPD

Values from the calculation:
LUMO = 0.748 eV
maximum force = 4.41 eV/A
energy relative to the best compared isomer or geometry (same formula, charge and spin) = 186.5 kJ/mol
orbital gap = 0.3910 hartree
SMILES string = CC(C)(C)[SiH2]Cl.C=C=C

```
24
Properties=species:S:1:pos:R:3:forces:R:3:nbo_charge:R:1
Cl 2.189106 1.929772 2.603529 0.0 0.6 1.4 -0.375
Si 1.682226 1.408123 0.741350 0.9 -0.9 -2.0 1.115
C -2.144069 1.844894 -1.726914 -1.0 0.9 0.7 -0.532
C -0.012913 -0.682199 1.690773 -0.7 -1.9 -2.4 -0.620
C -3.009766 0.842897 -1.727738 1.3 1.9 -0.5 0.118
C -3.811818 -0.163102 -1.889943 1.1 1.1 0.6 -0.504
C 1.159319 -0.410563 0.724829 -0.2 -1.1 -0.7 -0.448
C 2.392647 -1.327268 1.134978 -1.9 -0.9 0.4 -0.643
C 0.772829 -0.843454 -0.764351 -1.7 3.0 2.7 -0.610
H 0.263943 -0.533187 2.655180 1.1 0.7 3.1 0.208
H 0.430803 -1.820530 -0.630168 -0.4 -1.8 -0.5 0.209
H 0.764296 2.380148 0.031203 0.2 -0.4 0.5 -0.158
H 2.085840 -2.422470 1.264596 -0.4 1.3 0.0 0.207
H -1.522288 2.054266 -2.599093 -0.1 -0.4 0.1 0.227
H 3.044344 -1.483217 0.249248 0.6 1.0 1.1 0.229
H -4.775220 0.009183 -2.283252 -0.9 -0.4 -0.4 0.233
H 3.039495 1.382379 0.052271 -0.7 0.2 0.0 -0.181
H 2.671370 -1.014182 2.182066 0.9 -0.2 -1.5 0.231
H 1.618940 -0.722086 -1.355693 1.3 -0.1 -1.4 0.205
H -0.936231 -0.122696 1.559240 0.0 0.2 -0.5 0.215
H -3.393458 -1.054325 -1.525382 -0.3 -1.6 0.3 0.229
H -0.293327 -1.780470 1.693936 0.2 1.0 -0.4 0.201
H -2.143552 2.705463 -0.977243 0.0 -1.7 -0.7 0.231
H -0.072516 -0.177375 -1.103422 0.8 -0.8 0.0 0.215
```
Positions in Å, forces in eV/Å.


Molecular formula: C7H15IN
Method: DFT, ωB97M-V/def2-TZVPD

Values from the calculation:
charge = +1
LUMO = -4.117 eV
maximum force = 4.63 eV/A
energy relative to the best compared isomer or geometry (same formula, charge and spin) = 281.0 kJ/mol
orbital gap = 0.2870 hartree

```
24
Properties=species:S:1:pos:R:3:forces:R:3:nbo_charge:R:1
I 2.915279 -0.490770 -0.800559 0.3 0.3 0.1 0.207
N 0.141061 -2.033187 -1.171574 -1.4 -0.2 -1.8 -0.651
C 1.245277 0.486736 -0.034795 -0.6 -1.8 -1.2 -0.149
C -2.187968 -0.672339 1.377681 -1.3 -4.3 1.2 -0.605
C -0.819836 -1.321223 -0.667386 1.4 -2.4 1.6 0.564
C -1.481342 -0.386432 -1.524550 -2.0 1.4 0.1 -0.727
C 1.414627 1.404459 1.005202 -0.9 0.8 1.2 -0.661
C -1.107326 -1.623553 0.809655 -0.3 2.6 0.1 -0.508
C 2.764089 2.050225 1.321853 -0.5 1.0 1.7 -0.654
H 0.517645 2.083745 0.818080 1.1 -0.1 0.5 0.282
H 2.547519 2.926179 2.066894 0.8 -2.0 -0.8 0.244
H -1.257928 -0.598571 -2.567348 0.0 0.4 0.0 0.247
H 0.892907 0.711258 1.816968 1.1 1.1 -0.9 0.313
H -3.155042 -0.667922 0.872292 -0.1 -0.8 0.1 0.220
H -0.206039 -1.183552 1.289985 -0.1 -1.1 -0.1 0.258
H 3.518138 1.234556 1.672573 -1.2 1.9 -0.6 0.245
H -2.588729 -0.410969 -1.356869 0.9 -0.1 -0.2 0.271
H -1.298068 -2.669097 1.144548 0.4 0.6 -0.9 0.271
H 0.620196 -2.720717 -0.654163 0.6 -0.8 0.9 0.421
H 0.222614 -2.137774 -2.186620 0.4 0.5 0.5 0.425
H -1.154526 0.628486 -1.183524 -0.2 -0.7 -0.6 0.305
H 3.067834 2.628452 0.432933 0.3 -0.7 0.2 0.235
H -1.961780 0.300294 1.332483 1.6 3.7 0.1 0.206
H -2.290830 -1.005266 2.451287 -0.3 0.7 -1.1 0.238
```
Positions in Å, forces in eV/Å.


Molecular formula: C7H15N
Method: DFT, ωB97M-V/def2-TZVPD

Values from the calculation:
charge = -1
LUMO (alpha / beta) = 3.909 / 3.880 eV
maximum force = 5.34 eV/A
energy relative to the best compared isomer or geometry (same formula, charge and spin) = 255.0 kJ/mol
2S+1 = 2
orbital gap (alpha / beta) = 0.0952 / 0.3371 hartree

```
23
Properties=species:S:1:pos:R:3:forces:R:3:nbo_charge:R:1
N 2.226292 1.078473 -0.470429 1.2 4.8 -2.0 -0.974
C 0.043968 0.354772 0.553606 0.9 -1.3 -0.8 -0.562
C 2.158146 0.807828 2.074127 -1.8 0.0 0.8 -0.723
C -2.719982 -1.191599 -0.038175 -0.1 1.4 -3.5 -0.466
C 1.680336 0.325054 0.612866 -1.1 0.1 2.4 -0.089
C -1.774884 -0.429998 -2.299893 -3.0 3.3 1.3 -0.812
C -0.400742 -1.025699 -0.171068 2.4 0.4 1.6 -0.453
C -1.697508 -0.864420 -0.854858 -0.8 -1.7 1.6 0.004
H 1.608753 1.980022 -0.900707 1.3 -3.2 1.7 0.246
H -1.266813 0.535629 -2.525816 0.3 -0.7 0.5 0.207
H 3.108385 1.673778 -0.184721 -1.9 -1.8 -0.4 0.327
H 1.460060 0.124859 2.757435 1.5 1.6 -0.8 0.184
H -0.585038 0.634865 1.492201 1.5 -1.2 -1.2 0.205
H -0.270527 -1.718441 0.707925 -1.1 0.0 -1.0 0.197
H 1.906703 1.968545 2.276402 0.5 -2.7 -0.5 0.198
H 3.233483 0.610918 2.383822 -1.2 0.2 -0.8 0.195
H -2.589651 -1.526445 0.914829 0.8 -0.8 2.5 0.179
H -0.303828 1.092425 -0.137326 0.4 1.0 -0.5 0.190
H -2.883839 -0.066371 -2.382970 1.6 -0.9 -0.4 0.198
H 0.325341 -1.445552 -0.898833 0.2 1.0 0.4 0.203
H 2.032983 -0.777768 0.509219 -0.7 1.6 0.2 0.156
H -3.734717 -1.072700 -0.306251 -1.1 0.1 -0.6 0.172
H -1.556920 -1.068175 -3.111395 0.4 -1.3 -0.4 0.217
```
Positions in Å, forces in eV/Å.


Molecular formula: C7H15N
Method: DFT, ωB97M-V/def2-TZVPD

Values from the calculation:
LUMO = 1.203 eV
maximum force = 1.60 eV/A
energy relative to the best compared isomer or geometry (same formula, charge and spin) = 147.7 kJ/mol
orbital gap = 0.3561 hartree
SMILES string = C=CCCCNCC

```
23
Properties=species:S:1:pos:R:3:forces:R:3:nbo_charge:R:1
N 0.625607 -0.448658 1.724818 -0.2 -0.2 0.3 -0.631
C -0.984203 1.756878 -0.653814 1.2 0.7 0.5 -0.446
C 1.340675 -2.559023 0.691378 0.1 0.3 -0.4 -0.611
C -0.089260 0.803959 1.597171 0.3 0.3 0.1 -0.212
C -1.243613 0.840441 0.575757 0.2 0.2 -0.7 -0.425
C -1.088990 1.181325 -2.033624 -0.7 -0.4 1.4 -0.168
C 1.099270 -1.063634 0.487559 0.1 0.0 0.9 -0.224
C -0.107762 0.584350 -2.675921 0.5 -0.3 -0.9 -0.399
H -2.132603 1.133213 -2.332584 0.2 -0.1 -0.7 0.195
H 2.045923 -0.567580 0.260472 0.0 0.0 -0.4 0.183
H 0.669414 1.554881 1.367432 -0.1 0.3 -0.3 0.176
H -2.133286 1.239553 1.030399 -0.5 -0.3 0.5 0.209
H 0.650158 -2.965675 1.429651 0.1 -0.1 0.0 0.200
H 0.406708 -0.914899 -0.344095 0.0 0.1 -0.1 0.173
H -1.601163 2.650399 -0.579987 -0.4 -0.1 -0.1 0.207
H -1.402678 -0.188268 0.269684 -0.4 -0.1 -0.1 0.209
H 0.012326 2.171032 -0.464075 0.2 -0.1 -0.5 0.200
H 0.164337 -1.095803 2.347846 -0.1 -0.1 -0.3 0.355
H -0.223371 0.099355 -3.637135 -0.4 0.0 -0.1 0.196
H 2.367194 -2.784608 0.956366 0.1 0.0 0.4 0.211
H 1.175481 -3.061358 -0.251378 -0.2 -0.3 -0.2 0.210
H 0.918047 0.522362 -2.337093 0.0 0.3 0.4 0.192
H -0.468212 1.111758 2.571173 0.0 -0.3 0.2 0.200
```
Positions in Å, forces in eV/Å.


Molecular formula: C7H15N
Method: DFT, ωB97M-V/def2-TZVPD

Values from the calculation:
LUMO (alpha / beta) = 0.514 / 0.852 eV
maximum force = 1.67 eV/A
energy relative to the best compared isomer or geometry (same formula, charge and spin) = 632.4 kJ/mol
orbital gap (alpha / beta) = 0.2580 / 0.3190 hartree

```
23
Properties=species:S:1:pos:R:3:forces:R:3:nbo_charge:R:1
N -0.150875 0.518046 0.958585 -0.1 -0.6 -0.8 -0.555
C 1.057007 -0.035158 -0.992777 1.1 0.3 -1.0 0.149
C 2.339497 0.520130 -0.449947 0.0 0.0 -0.1 -0.679
C -2.054942 0.041179 2.581237 -1.0 -0.2 0.2 -0.175
C 0.315837 0.856403 -1.938992 0.1 0.0 0.0 -0.684
C 1.111996 -1.485962 -1.370981 -0.1 0.1 0.1 -0.691
C -3.133549 0.708572 2.218583 0.1 -0.1 -0.2 -0.496
C -0.773546 -0.588436 0.689177 -0.3 0.8 1.4 -0.017
H -0.656957 0.443090 -2.217294 0.0 0.0 0.0 0.205
H -1.885488 -0.402369 3.562283 0.1 -0.1 -0.2 0.168
H 0.138592 -1.874510 -1.680654 0.0 0.0 0.1 0.209
H 2.215168 1.539499 -0.080348 0.0 0.0 0.0 0.220
H 0.884151 0.985012 -2.875683 0.0 -0.1 0.1 0.203
H 2.747023 -0.101355 0.352398 0.0 0.0 0.0 0.205
H -1.500870 -0.584765 -0.119394 0.0 0.0 0.1 0.177
H -4.010233 0.830922 2.863548 0.3 0.1 0.0 0.200
H 0.510123 0.379805 1.723864 0.1 -0.1 -0.1 0.341
H -3.228585 1.145352 1.224396 0.0 -0.1 0.1 0.198
H 0.166564 1.851214 -1.515485 0.0 -0.1 0.0 0.227
H 3.108980 0.553476 -1.239948 0.0 0.0 0.0 0.201
H -0.488762 -1.558632 1.097989 -0.1 0.0 0.0 0.169
H 1.500007 -2.108713 -0.560351 0.0 0.0 0.0 0.210
H 1.788862 -1.632800 -2.230203 -0.1 0.1 0.1 0.216
```
Positions in Å, forces in eV/Å.